DFT (ωB97M-V/def2-TZVPD) results for a molecular structure, C32H31N8O3S3Zr.

* orbital gap: 0.233 Eh

```
! wB97M-V def2-TZVPD RIJCOSX def2/J DEFGRID3
* xyz 3 1
Zr -0.707 -0.160 0.193
O 3.307 2.608 0.746
C 3.732 1.535 0.070
C 5.110 1.310 0.049
C 5.620 0.224 -0.620
C 4.781 -0.685 -1.288
C 3.430 -0.483 -1.271
C 2.869 0.628 -0.595
C 1.455 0.824 -0.641
O 0.676 -0.082 -1.251
N 0.842 1.813 0.014
N -0.526 1.965 -0.291
C -0.977 3.190 -0.164
S 0.064 4.530 0.060
C -1.268 5.699 0.464
C -2.502 5.303 -0.323
S -2.678 3.495 -0.200
H 2.340 2.680 0.692
H 5.750 2.015 0.560
H 6.690 0.069 -0.635
H 5.205 -1.525 -1.817
H 2.775 -1.163 -1.797
H -0.921 6.693 0.183
H -1.441 5.671 1.539
H -2.418 5.566 -1.377
H -3.403 5.752 0.091
N -3.633 0.319 -1.750
C -3.929 0.325 -0.450
N -5.200 0.404 -0.113
C -5.463 0.510 1.190
N -6.713 0.489 1.600
N -4.498 0.666 2.152
C -3.278 0.545 1.746
N -2.898 0.255 0.457
C -2.198 0.752 2.752
C -2.493 1.040 4.070
C -1.442 1.288 4.947
C -0.139 1.236 4.480
C 0.081 0.919 3.149
N -0.928 0.686 2.305
H -4.402 0.405 -2.397
H -2.711 0.498 -2.111
H -7.462 0.399 0.931
H -6.931 0.604 2.577
H -3.522 1.080 4.393
H -1.644 1.522 5.984
H 0.703 1.431 5.129
H 1.084 0.850 2.745
O -0.024 -1.787 1.327
S -0.627 -3.158 1.818
C -2.246 -3.180 1.043
C -2.354 -2.889 -0.436
C -3.565 -3.189 -1.055
C -3.729 -3.003 -2.420
C -2.700 -2.490 -3.204
C -1.497 -2.162 -2.606
C -1.324 -2.354 -1.228
C 0.282 -4.472 0.965
C -0.462 -5.740 1.274
C -1.243 -6.337 0.285
C -1.949 -7.494 0.570
C -1.888 -8.048 1.843
C -1.114 -7.453 2.829
C -0.397 -6.298 2.548
H -2.816 -2.457 1.638
H -2.665 -4.162 1.280
H -4.376 -3.613 -0.474
H -4.668 -3.282 -2.880
H -2.832 -2.379 -4.272
H -0.664 -1.797 -3.195
H -0.299 -2.327 -0.864
H 1.281 -4.430 1.402
H 0.333 -4.252 -0.099
H -1.268 -5.915 -0.714
H -2.533 -7.977 -0.202
H -2.432 -8.956 2.063
H -1.053 -7.897 3.814
H 0.227 -5.854 3.315
*
```


DFT (ωB97M-V/def2-TZVPD) results for a molecular structure, C32H31N9O2S2Ti.

* orbital gap: 0.230 Eh
* energy relative to the best compared isomer or geometry (same formula, charge and spin): 17.9 kcal per mole

```
! wB97M-V def2-TZVPD RIJCOSX def2/J DEFGRID3
* xyz 0 1
Ti 0.227 -0.486 0.973
N -3.134 0.009 -2.166
C -1.885 -0.522 -2.106
S -0.931 -0.637 -3.507
N -1.558 -0.852 -0.844
N -0.379 -1.467 -0.604
C 0.167 -2.417 -1.283
C 1.400 -3.037 -0.827
C 1.783 -4.273 -1.360
C 2.922 -4.917 -0.924
C 3.715 -4.311 0.050
C 3.364 -3.080 0.573
C 2.205 -2.437 0.150
O 1.870 -1.243 0.678
H -3.357 0.533 -2.994
H -3.567 0.276 -1.296
H -0.327 -2.799 -2.165
H 1.154 -4.722 -2.122
H 3.196 -5.881 -1.333
H 4.617 -4.800 0.397
H 3.985 -2.589 1.314
S -1.726 0.517 2.079
C -1.983 1.778 0.896
N -3.056 2.502 0.777
N -4.051 2.233 1.573
C -5.247 2.979 1.518
C -6.287 2.606 2.359
C -7.479 3.315 2.336
C -7.639 4.391 1.475
C -6.593 4.752 0.636
C -5.395 4.054 0.651
N -1.036 2.159 -0.030
N -0.037 1.428 -0.108
C 0.999 1.971 -0.955
C 1.157 3.345 -1.094
C 2.200 3.844 -1.856
C 3.093 2.979 -2.479
C 2.930 1.610 -2.336
C 1.887 1.105 -1.574
H -3.944 1.493 2.256
H -6.161 1.759 3.025
H -8.288 3.018 2.992
H -8.569 4.945 1.461
H -6.710 5.589 -0.041
H -4.574 4.325 0.001
H 0.459 4.006 -0.598
H 2.317 4.915 -1.964
H 3.909 3.372 -3.074
H 3.604 0.925 -2.836
H 1.745 0.038 -1.499
C 3.593 2.295 1.373
N 3.611 1.245 2.387
C 4.898 0.898 2.973
C 2.531 0.564 2.701
O 1.404 0.785 2.217
H 4.018 3.206 1.794
H 2.572 2.479 1.058
H 4.181 1.991 0.506
H 5.562 0.495 2.209
H 4.761 0.153 3.756
H 5.359 1.784 3.408
H 2.680 -0.226 3.437
C -0.369 -2.195 2.176
C 0.314 -2.024 3.487
C 1.558 -2.626 3.718
C 2.250 -2.450 4.903
C 1.718 -1.640 5.902
C 0.468 -1.053 5.706
C -0.223 -1.255 4.526
C 2.457 -1.417 7.124
N 3.058 -1.233 8.087
H -1.450 -2.193 2.250
H -0.025 -3.087 1.659
H 1.978 -3.260 2.946
H 3.204 -2.936 5.062
H 0.041 -0.441 6.490
H -1.195 -0.799 4.402
*
```


DFT (ωB97M-V/def2-TZVPD) results for a molecular structure, C32H32AlFN9O3.

* orbital gap: 0.217 Eh

```
! wB97M-V def2-TZVPD RIJCOSX def2/J DEFGRID3
* xyz 3 1
Al 7.845 13.669 14.282
F 7.979 15.199 20.710
C 7.529 14.050 20.155
C 7.665 13.913 18.788
C 7.240 12.740 18.119
C 7.245 12.688 16.716
O 7.843 13.655 16.006
C 6.733 11.450 16.128
C 6.273 10.421 16.912
N 6.218 10.519 18.282
C 5.622 9.532 19.137
C 6.431 8.731 20.109
C 5.885 8.030 18.894
C 6.648 11.727 18.918
C 6.410 11.920 20.271
C 6.865 13.096 20.961
N 6.652 13.202 22.328
C 6.454 14.487 22.992
C 5.602 14.366 24.249
N 6.129 13.326 25.172
C 6.226 11.992 24.473
C 7.091 12.119 23.214
C 6.627 11.233 14.620
O 6.036 10.297 14.131
O 7.248 12.111 13.836
H 8.090 14.738 18.233
H 5.915 9.533 16.423
H 4.571 9.716 19.504
H 5.818 8.612 20.986
H 7.507 8.918 20.100
H 4.975 7.482 19.058
H 6.621 7.784 18.151
H 5.869 11.211 20.856
H 5.957 15.179 22.321
H 7.438 14.910 23.259
H 4.575 14.107 24.011
H 5.597 15.304 24.771
H 5.565 13.219 26.002
H 7.083 13.533 25.511
H 5.231 11.688 24.192
H 6.657 11.235 25.141
H 7.038 11.204 22.613
H 8.167 12.293 23.523
N 12.330 11.387 13.049
C 11.631 12.550 13.187
C 10.234 12.597 13.393
N 9.634 13.760 13.630
C 10.393 14.897 13.637
C 11.740 14.847 13.279
N 12.364 13.678 13.125
H 11.883 10.545 13.288
H 13.337 11.550 13.127
H 9.643 11.696 13.469
H 9.836 15.836 13.738
H 12.336 15.753 13.155
C 5.981 17.371 13.958
C 6.222 16.121 14.485
N 6.641 15.086 13.678
C 6.616 15.244 12.367
C 6.461 16.500 11.749
C 5.827 17.587 12.499
C 6.619 16.613 10.354
C 6.701 17.867 9.830
C 6.594 18.991 10.635
C 6.759 20.278 10.108
C 6.875 21.336 10.950
N 6.681 21.172 12.285
C 6.349 20.007 12.752
N 6.429 18.859 12.030
H 5.847 18.217 14.659
H 6.093 15.961 15.547
H 6.853 14.416 11.690
H 4.753 17.664 12.214
H 6.837 15.749 9.724
H 6.831 18.026 8.761
H 6.882 20.383 9.019
H 7.069 22.348 10.637
H 6.037 19.946 13.760
*
```


DFT (ωB97M-V/def2-TZVPD) results for a molecular structure, C32H32AsF9IMnN3OS.

* orbital gap (spin up / spin down): 0.159 / 0.234 Eh
* energy relative to the best compared isomer or geometry (same formula, charge and spin): 40.0 kcal per mole

```
! wB97M-V def2-TZVPD RIJCOSX def2/J DEFGRID3
* xyz -2 6
Mn 0.864 -0.593 0.807
C -1.196 2.426 6.637
C -0.796 0.958 6.844
C 0.331 0.908 7.876
C -1.991 0.173 7.401
C -0.368 0.378 5.497
C 0.942 -0.075 5.249
C 1.271 -0.471 3.967
N 0.416 -0.488 2.957
C -0.875 -0.086 3.169
C -1.264 0.349 4.458
C -1.738 -0.124 2.043
C -3.118 0.213 2.089
C -3.931 0.046 1.007
C -3.353 -0.511 -0.173
C -2.006 -0.756 -0.200
N -1.189 -0.521 0.836
C -5.401 0.445 1.002
C -5.858 1.012 2.345
C -6.266 -0.779 0.673
C -5.615 1.521 -0.073
H -1.433 2.895 7.599
H -2.071 2.507 5.991
H -0.390 2.980 6.153
H -0.026 1.317 8.825
H 1.189 1.501 7.555
H 0.668 -0.115 8.053
H -2.313 0.601 8.355
H -1.723 -0.873 7.564
H -2.837 0.198 6.714
H 1.708 -0.072 6.009
H 2.284 -0.771 3.721
H -2.272 0.711 4.606
H -3.511 0.611 3.012
H -3.932 -0.706 -1.064
H -1.535 -1.136 -1.096
H -5.740 0.281 3.148
H -6.916 1.284 2.286
H -5.293 1.908 2.610
H -6.134 -1.555 1.430
H -5.998 -1.208 -0.293
H -7.323 -0.499 0.642
H -5.009 2.402 0.149
H -6.667 1.820 -0.109
H -5.325 1.159 -1.059
O 1.066 1.354 0.738
N 0.008 2.177 0.803
C -0.809 2.201 -0.277
C -1.928 2.978 -0.311
C -2.209 3.769 0.813
C -1.349 3.772 1.873
C -0.159 2.987 1.904
S 0.950 3.054 3.167
H -0.499 1.555 -1.085
H -2.562 2.949 -1.185
H -3.101 4.386 0.841
H -1.525 4.386 2.744
F 0.505 -0.383 -1.808
As 0.302 -0.421 -3.555
F -0.965 0.767 -3.377
F 1.467 0.844 -3.725
F 0.043 -0.448 -5.273
F 1.542 -1.615 -3.692
F -0.886 -1.683 -3.354
I 3.476 -0.909 0.765
F -2.565 -8.590 -2.632
C -1.388 -8.686 -1.969
F -0.512 -9.207 -2.864
F -1.564 -9.632 -1.022
C -0.933 -7.380 -1.414
C -0.665 -7.228 -0.061
C -0.237 -6.005 0.425
C -0.070 -4.912 -0.431
C -0.347 -5.079 -1.798
C -0.772 -6.300 -2.280
C 0.355 -3.642 0.050
C 0.656 -2.526 0.423
H -0.791 -8.065 0.613
H -0.028 -5.877 1.479
H -0.227 -4.231 -2.460
H -0.986 -6.418 -3.335
*
```


DFT (ωB97M-V/def2-TZVPD) results for a molecular structure, C32H32AuN5O3PS.

* orbital gap: 0.293 Eh
* energy relative to the best compared isomer or geometry (same formula, charge and spin): 48.1 kcal per mole

```
! wB97M-V def2-TZVPD RIJCOSX def2/J DEFGRID3
* xyz -1 1
Au 8.565 10.764 11.283
O 11.099 7.297 12.248
S 11.134 8.676 11.848
O 11.727 9.586 12.814
O 9.818 9.087 11.333
C 12.358 8.836 10.468
C 12.600 7.666 9.807
C 13.354 7.670 8.636
C 13.805 8.864 8.097
C 13.526 10.046 8.821
C 12.799 10.038 9.969
P 12.340 11.562 10.939
C 12.865 12.988 9.765
C 12.004 13.390 8.702
C 12.392 14.433 7.812
C 13.602 15.033 7.941
C 14.481 14.574 8.905
C 14.118 13.561 9.761
C 13.721 11.547 12.130
C 13.453 12.047 13.432
C 14.467 12.281 14.329
C 15.816 12.007 13.989
C 16.083 11.456 12.768
C 15.029 11.153 11.878
H 12.230 6.755 10.141
H 13.525 6.718 8.125
H 14.292 8.916 7.118
H 13.818 10.955 8.417
H 10.991 13.011 8.883
H 11.720 14.916 7.146
H 13.899 15.919 7.369
H 15.428 15.011 9.003
H 14.889 13.150 10.553
H 12.437 12.225 13.766
H 14.226 12.688 15.275
H 16.648 12.232 14.666
H 17.134 11.297 12.410
H 15.356 10.650 10.949
C 7.198 12.343 11.356
C 7.655 13.428 10.375
C 7.712 13.217 8.994
C 8.299 14.136 8.152
C 8.820 15.367 8.703
C 8.733 15.581 10.115
C 8.156 14.630 10.888
C 9.475 16.288 7.877
N 10.030 17.017 7.178
H 7.163 12.737 12.349
H 6.230 11.911 11.129
H 7.340 12.267 8.635
H 8.380 13.883 7.127
H 9.127 16.493 10.449
H 8.099 14.783 11.981
C 9.905 10.907 14.863
N 8.830 9.891 15.112
C 8.081 10.278 16.325
N 8.937 10.345 17.466
C 9.951 11.348 17.164
N 10.803 10.960 16.070
C 11.325 9.575 16.273
N 10.282 8.586 16.489
C 9.475 8.616 15.262
C 9.501 9.064 17.682
H 9.485 11.887 14.717
H 10.387 10.630 13.899
H 7.374 9.552 16.581
H 7.603 11.240 16.131
H 10.554 11.589 18.026
H 9.401 12.197 16.871
H 12.065 9.468 17.094
H 11.756 9.291 15.324
H 8.762 7.798 15.358
H 10.115 8.475 14.386
H 10.287 9.199 18.451
H 8.673 8.367 17.899
*
```


DFT (ωB97M-V/def2-TZVPD) results for a molecular structure, C32H32Cl3N2O4RuS2.

* orbital gap (spin up / spin down): 0.210 / 0.210 Eh
* energy relative to the best compared isomer or geometry (same formula, charge and spin): 3.1 kcal per mole

```
! wB97M-V def2-TZVPD RIJCOSX def2/J DEFGRID3
* xyz -1 1
Ru 0.521 -0.490 0.061
O -1.923 0.023 -2.959
C -1.806 -0.159 -1.750
O -0.989 0.505 -0.987
C -2.751 -1.126 -1.080
C -4.113 -0.854 -1.139
C -5.041 -1.683 -0.524
C -4.587 -2.815 0.147
C -3.230 -3.097 0.197
C -2.283 -2.265 -0.410
S -0.559 -2.625 -0.365
H -4.438 0.021 -1.692
H -6.099 -1.458 -0.574
H -5.291 -3.477 0.638
H -2.874 -3.975 0.725
Cl 4.172 -6.682 -2.712
C 3.370 -5.418 -3.607
C 2.281 -4.773 -3.055
C 1.655 -3.776 -3.788
C 2.105 -3.417 -5.059
C 1.400 -2.272 -5.768
C 1.952 -0.920 -5.358
N 2.140 -0.806 -3.937
C 3.283 -1.149 -3.235
C 2.937 -1.067 -1.921
N 1.610 -0.699 -1.824
C 1.173 -0.543 -3.039
O 0.025 -2.282 -5.451
C -0.694 -3.343 -6.063
C -1.714 -3.875 -5.111
C -2.929 -3.303 -4.886
Cl -3.560 -1.914 -5.678
S -3.836 -4.112 -3.696
C -2.599 -5.268 -3.472
C -1.532 -5.025 -4.281
C 3.210 -4.073 -5.559
Cl 3.873 -3.636 -7.122
C 3.855 -5.083 -4.856
H 1.925 -5.025 -2.065
H 0.808 -3.254 -3.355
H 1.535 -2.352 -6.853
H 1.257 -0.158 -5.710
H 2.920 -0.753 -5.832
H 4.202 -1.413 -3.731
H 3.534 -1.233 -1.040
H 0.156 -0.273 -3.305
H -0.011 -4.150 -6.348
H -1.167 -2.968 -6.976
H -2.715 -6.049 -2.738
H -0.633 -5.626 -4.288
H 4.713 -5.586 -5.276
C -0.343 -0.122 4.076
O -0.055 -0.696 2.795
C -0.345 -0.060 1.656
C -1.200 1.160 1.795
H 0.161 0.838 4.177
H 0.053 -0.820 4.807
H -1.414 -0.003 4.229
H -0.614 1.945 2.284
H -2.099 0.975 2.390
H -1.480 1.490 0.799
C 4.363 3.378 0.321
C 4.075 2.353 1.427
C 5.318 1.476 1.637
C 3.761 3.094 2.734
C 2.933 1.510 1.027
C 1.990 0.804 0.702
H 5.201 4.026 0.602
H 3.485 4.001 0.140
H 4.611 2.869 -0.612
H 6.165 2.085 1.970
H 5.594 0.975 0.708
H 5.120 0.709 2.387
H 4.598 3.735 3.030
H 3.569 2.379 3.536
H 2.872 3.716 2.615
*
```


no.,molecular weight (g mol⁻¹)
1,763.08
2,685.66
3,636.65
4,934.44
5,794.65
6,780.18